Formula: C6H10
Source: the OMol25 dataset
Level of theory: ωB97M-V/def2-TZVPD

Computed properties:
frontier orbital gap: 10.3 eV

Last column: Mulliken charge in e.
CARTESIAN COORDINATES (ANGSTROEM)
C: 2.727 0.218 0.333  -1.0526
C: 1.731 -0.743 -0.386  -0.3681
C: 0.461 -0.903 0.349  0.2061
C: -0.714 -0.700 0.535  -0.3072
C: -2.108 -0.260 0.566  -0.3563
C: -2.344 0.785 -0.541  -1.0967
H: 2.549 1.265 0.069  0.2770
H: 2.643 0.148 1.424  0.3169
H: 3.774 -0.008 0.094  0.3167
H: 1.375 -0.333 -1.322  0.2973
H: 2.227 -1.686 -0.627  0.2996
H: -2.330 0.178 1.543  0.2691
H: -2.778 -1.113 0.422  0.2561
H: -2.148 0.367 -1.534  0.3041
H: -3.380 1.135 -0.514  0.3340
H: -1.686 1.651 -0.412  0.3041


Formula: C45H46N9O4PbSSbSe4
Source: the OMol25 dataset
Level of theory: ωB97M-V/def2-TZVPD

Computed properties:
charge: -2
frontier orbital gap (spin up / spin down): 5.1 / 4.3 eV

Last column: Mulliken charge in e.
CARTESIAN COORDINATES (ANGSTROEM)
Pb: -1.691 -0.100 1.221  1.6309
Se: -3.675 1.846 5.580  -0.7252
Sb: -2.779 -0.325 4.903  0.7408
Se: 0.169 0.098 3.394  -0.6164
Se: -3.768 -1.135 2.655  -0.6600
Se: -3.011 -2.076 6.594  -0.7607
C: -3.656 1.163 -4.915  -1.1079
O: -4.432 1.485 -3.783  -0.6212
C: -4.662 0.446 -2.880  0.9769
C: -5.098 -0.767 -3.397  -0.4185
C: -5.426 -1.842 -2.597  -0.5732
C: -5.352 -1.679 -1.224  -0.9965
C: -4.918 -0.482 -0.709  -0.8433
C: -4.494 0.613 -1.488  0.3838
N: -4.098 1.700 -0.760  -0.0544
C: -3.336 2.913 -0.970  -0.4942
C: -1.059 2.443 -2.207  0.5656
C: -0.008 3.170 -2.742  -0.9286
C: 1.273 2.656 -2.860  -1.4755
C: 1.519 1.358 -2.446  -0.1493
C: 0.494 0.605 -1.925  0.0472
C: -0.817 1.111 -1.762  -0.4052
O: -1.739 0.357 -1.252  0.1521
H: -3.216 2.096 -5.272  0.3138
H: -4.265 0.735 -5.719  0.3361
H: -2.856 0.463 -4.660  0.3425
H: -5.195 -0.856 -4.469  0.2971
H: -5.749 -2.774 -3.038  0.3880
H: -5.624 -2.479 -0.548  0.4264
H: -4.882 -0.370 0.365  0.6660
H: -4.097 1.476 0.227  0.1925
H: -4.079 3.734 -1.067  0.4699
H: -0.194 4.183 -3.074  0.4479
H: 2.069 3.265 -3.269  0.3616
H: 2.516 0.937 -2.522  0.3878
H: 0.674 -0.408 -1.586  0.2711
C: -1.882 -2.830 -1.305  0.1819
C: -1.319 -3.270 -0.012  0.3496
N: -0.973 -2.484 0.977  0.5871
C: -0.510 -3.267 1.989  -0.7683
C: -0.569 -4.567 1.607  -1.0790
N: -1.093 -4.569 0.333  0.2573
C: -1.355 -5.730 -0.461  -1.0401
N: -0.513 -5.805 -1.623  0.8478
N: -1.050 -6.051 -2.839  -0.6926
N: -0.137 -6.092 -3.725  -0.5788
C: 1.065 -5.861 -3.132  0.1935
C: 2.357 -5.798 -3.655  -0.7304
C: 3.382 -5.549 -2.770  -0.6051
C: 3.152 -5.369 -1.401  -0.7013
C: 1.881 -5.423 -0.859  -0.7217
C: 0.840 -5.671 -1.744  1.3205
H: -1.757 -1.748 -1.398  -0.9855
H: -2.953 -3.039 -1.346  0.1605
H: -1.396 -3.329 -2.143  0.3359
H: -0.173 -2.840 2.913  0.6523
H: -0.305 -5.473 2.115  0.4415
H: -2.386 -5.723 -0.838  0.3968
H: -1.207 -6.619 0.169  0.3082
H: 2.528 -5.939 -4.710  0.4328
H: 4.396 -5.482 -3.136  0.3799
H: 3.991 -5.185 -0.747  0.5494
H: 1.712 -5.271 0.196  0.4215
O: 4.965 -3.030 0.699  -0.4910
C: 5.383 -1.914 1.431  -0.5599
N: 6.042 -0.936 0.604  -0.0084
C: 5.720 0.379 0.412  -0.2803
O: 6.555 1.137 -0.049  -0.7003
C: 4.335 0.799 0.735  0.7638
C: 4.076 2.020 1.241  -0.9076
C: 2.694 2.481 1.512  -0.5218
C: 1.606 1.446 1.082  1.0358
N: 1.994 0.238 0.457  0.1255
C: 3.215 -0.056 0.343  -0.8082
H: 4.226 -2.779 0.125  0.3827
H: 6.094 -2.309 2.168  0.3119
H: 4.553 -1.427 1.960  0.4740
H: 6.965 -1.185 0.269  0.2562
H: 4.893 2.693 1.475  0.6235
H: 2.543 3.498 1.141  0.7037
H: 0.789 1.876 0.494  -0.7911
H: 3.432 -0.990 -0.167  0.3848
S: -1.254 4.625 2.010  -0.2842
C: -1.773 3.005 2.310  -0.2782
N: -2.385 2.437 1.315  -0.2117
C: -2.528 3.247 0.249  -1.0128
C: -2.455 3.045 -2.242  1.7982
C: -2.441 4.488 -2.651  -1.1677
C: -2.244 5.561 -1.846  -0.5952
C: -1.947 5.599 -0.470  -0.5166
C: -1.960 4.519 0.401  1.4205
H: -1.611 2.551 3.266  0.2732
H: -3.003 2.509 -3.011  -0.5514
H: -2.617 4.684 -3.704  0.4139
H: -2.262 6.537 -2.324  0.3361
H: -1.651 6.555 -0.054  0.3764
C: 3.865 2.156 4.766  -1.6788
C: 2.628 2.882 4.218  1.8996
C: 2.970 4.352 3.955  -1.7553
C: 1.496 2.796 5.242  -1.6517
C: 2.210 2.235 2.937  -0.1494
C: 1.315 1.305 2.560  -0.3504
H: 4.167 2.594 5.716  0.4392
H: 4.697 2.224 4.067  0.3631
H: 3.636 1.105 4.925  0.3203
H: 3.246 4.839 4.889  0.4636
H: 2.111 4.876 3.540  0.2550
H: 3.801 4.440 3.258  0.3442
H: 1.796 3.267 6.177  0.4473
H: 1.245 1.757 5.442  0.3437
H: 0.603 3.298 4.875  0.2341


Formula: CH3FNO2S
Source: the OMol25 dataset
Level of theory: ωB97M-V/def2-TZVPD

Computed properties:
charge: -1
frontier orbital gap: 7.6 eV

Last column: Mulliken charge in e.
CARTESIAN COORDINATES (ANGSTROEM)
C: 1.328 1.132 0.555  -0.2908
N: -0.772 -0.615 0.346  -0.6841
O: 0.802 -1.424 2.061  -0.6937
O: -1.567 0.393 -2.106  -0.6784
F: 2.625 1.331 1.143  -0.2147
S: 0.615 -0.384 0.962  0.6220
H: -1.249 0.456 -1.250  0.4226
H: -0.750 0.475 -2.662  0.2990
H: -1.033 -1.363 0.950  0.2182


Computed energy above the lowest of the compared OMol25 structures with the same formula, charge and spin (eV) in order:
1.662; 2.349; 4.563
Computed electronic energy (eV) in order:
-6382.197; -353018.973; -20220.211